1.
75
Properties=species:S:1:pos:R:3:forces:R:3:mulliken_charge:R:1 method="wB97M-V/def2-TZVPD" de_lowest_kcal_mol=34.9 homo_ev=-9.1 e_lumo_ev=0.485 orbital_gap_ev=9.5 charge=0 smiles="COC[C@H](C)N.COC[C@H](C)N.COC[C@H](C)N.NC(N)=O.NC(N)=O.NC(N)=O"
C 3.965030 -3.989325 -2.286906 -0.4357 0.1948 -0.4078 -1.494
C 2.604944 -4.038752 -1.632277 -0.7154 -0.3145 1.4656 0.170
C 2.743591 -3.427041 -0.216390 1.1135 0.6701 0.0068 -0.735
O 1.583799 -3.363713 0.532823 -2.0247 0.2316 0.4972 -0.307
C 1.268640 -4.596154 1.116077 -0.0236 -1.2342 0.2315 -0.882
N 1.561243 -3.343360 -2.383915 0.4382 0.5874 -0.2529 -0.506
H 3.937219 -4.388551 -3.309195 0.0899 -0.0083 0.3339 0.361
H 4.723566 -4.492846 -1.677640 -0.1388 0.1105 -0.2248 0.366
H 4.190799 -2.918806 -2.352859 0.4194 -0.1303 -0.0924 0.353
H 2.183039 -5.036831 -1.484585 0.5384 -0.3275 -0.2543 0.343
H 3.074003 -2.383239 -0.315630 0.0394 -0.1391 -0.1212 0.303
H 3.427059 -3.916852 0.486961 0.7761 -0.2796 -0.7848 0.451
H 0.471566 -4.538895 1.890887 0.5358 0.4109 -0.6730 0.282
H 2.187830 -5.005585 1.585200 -0.4590 0.0436 0.0037 0.346
H 0.954366 -5.328039 0.341348 0.0087 0.2476 0.4361 0.296
H 1.851325 -2.360612 -2.479872 -0.3494 -0.3761 0.0468 0.308
H 0.717950 -3.354015 -1.812219 0.1258 0.1585 -0.1394 0.228
C -3.382934 -0.658114 -2.748438 -1.1449 0.1693 -0.0328 -1.650
C -1.962398 -1.081412 -2.887229 0.1453 -0.5672 -0.3953 0.698
C -1.837000 -1.838968 -4.276364 1.5986 0.7100 0.7134 -0.899
O -2.777646 -2.852119 -4.483830 -0.4091 0.5160 -0.3339 -0.389
C -2.610698 -3.943213 -3.626788 0.4483 -0.4041 0.5168 -0.628
N -1.136576 0.126013 -2.656035 0.9473 -0.0077 -1.9862 -0.400
H -4.084394 -1.485182 -2.855651 0.0940 -0.0752 0.0960 0.342
H -3.628757 0.029607 -3.569621 0.0532 0.0212 0.1497 0.410
H -3.583058 -0.148783 -1.808948 0.0718 0.0360 0.1037 0.368
H -1.659849 -1.786043 -2.098425 -0.2728 0.0198 -0.0678 -0.044
H -0.821843 -2.310476 -4.367169 -0.4547 0.5637 0.0971 0.438
H -1.934500 -1.058313 -5.045899 -0.1922 -0.4470 -0.0624 0.383
H -3.071008 -4.826092 -4.079759 -0.0191 0.2426 0.1150 0.267
H -3.033119 -3.753803 -2.632749 -0.2350 -0.0758 -0.0840 0.240
H -1.542396 -4.147289 -3.454728 -0.0482 -0.0883 -0.2086 0.250
H -1.356798 0.861177 -3.348240 -0.6173 -0.3664 0.4679 0.324
H -0.181287 -0.062427 -2.983357 0.0121 -0.3037 0.4865 0.234
C -3.307889 2.944100 -0.556514 -1.0394 -0.3602 -1.6313 -0.911
C -3.204788 4.130117 0.392516 0.1564 0.5076 1.4612 0.404
C -1.948669 5.001988 0.269965 -0.4416 -0.1720 0.5790 -0.839
O -0.820268 4.190393 0.453780 -0.1925 -0.7380 -0.5742 -0.340
C 0.373326 4.900451 0.381147 0.9097 0.1909 0.5961 -0.889
N -4.298584 5.139808 0.477007 0.9821 -0.7806 -0.8377 -0.609
H -3.296247 3.301733 -1.601904 -0.0724 0.0877 0.1674 0.235
H -4.265207 2.367981 -0.485988 0.5292 0.6967 0.3261 0.327
H -2.537959 2.159919 -0.559049 0.1061 0.5917 0.6857 -0.027
H -3.111067 3.737718 1.410440 -0.1022 -0.1515 -0.0179 0.267
H -2.003992 5.670865 1.142191 -0.0187 0.2931 -0.4544 0.322
H -1.909908 5.603154 -0.666333 0.0652 -0.3833 0.2844 0.380
H 0.364935 5.678756 1.169351 0.2215 -0.0643 -0.3694 0.307
H 0.494661 5.360724 -0.605445 0.0996 0.0778 0.0541 0.311
H 1.213486 4.204467 0.586686 -0.5077 0.4218 -0.2123 0.331
H -4.403390 5.533165 -0.459265 -0.7262 -0.1088 0.4642 0.249
H -5.145123 4.778230 0.896423 -0.0657 0.0181 -0.5322 0.257
C 0.435911 0.360250 0.541535 -1.9095 0.1987 -0.5574 0.434
O 0.871480 0.453541 1.684039 0.0707 -0.1967 -0.6684 -0.886
N -0.201398 1.433857 -0.096349 1.2086 -1.4040 0.6037 0.027
N 0.398396 -0.858347 -0.173341 0.1494 1.6549 0.1117 0.014
H -0.430166 2.310389 0.359086 0.3718 -0.2506 0.1434 0.251
H -0.424898 1.343211 -1.066442 -0.2975 -0.1914 -0.2255 0.206
H 0.550955 -1.726590 0.294560 0.5649 -0.1872 0.7141 0.221
H -0.283028 -0.947665 -0.900869 -0.2099 0.4849 -0.1416 0.079
C 3.641024 2.438600 3.098816 -0.4532 0.1766 0.2604 0.398
O 4.010092 1.278731 3.269462 -0.4665 2.1525 -0.4424 -0.559
N 4.410659 3.588320 3.535848 -1.1147 -1.0671 -0.5295 -0.414
N 2.381948 2.826700 2.473131 1.8446 -0.0784 0.5016 -0.236
H 5.273886 3.510830 4.052074 -0.2583 -0.7857 -0.1725 0.217
H 4.330202 4.489089 3.093734 -0.4909 -0.2712 -0.2134 0.201
H 1.719156 2.128495 2.138187 0.8032 -0.7320 0.3745 0.139
H 1.857489 3.524661 2.962516 0.2590 0.5270 0.3854 0.273
C 0.615298 -0.134414 5.553127 0.0768 -0.3088 -1.1837 0.513
O 0.411753 1.057870 5.790144 0.1995 -2.5176 0.1051 -0.579
N 0.921504 -1.148338 6.623140 -1.0699 2.8407 -1.7879 -0.493
N 0.547264 -0.679306 4.225619 0.2927 -0.5819 2.6875 -0.210
H 1.339330 -0.673948 7.404570 0.0215 0.1725 0.1562 0.242
H 1.425749 -1.972432 6.394225 0.3230 -0.4923 -0.6311 0.222
H 1.027661 -1.541459 4.052636 0.0873 -0.2308 0.3075 0.109
H 0.134684 -0.347574 3.366935 0.1781 1.1726 0.5674 0.230

2.
121
Properties=species:S:1:pos:R:3:forces:R:3:mulliken_charge:R:1 method="wB97M-V/def2-TZVPD" homo_ev=-4.1 e_lumo_ev=1.002 orbital_gap_ev=5.1 charge=-1
C -5.459925 1.827637 -1.462034 0.1481 -0.2376 0.0190 -0.907
C -5.240792 0.865466 -2.635701 -0.1510 0.5075 0.7932 -0.562
C -5.180670 -0.584068 -2.126140 -0.5752 -0.3395 -0.7159 -0.584
N -4.157359 -1.364166 -2.777812 0.2138 0.3210 -0.0505 -0.537
P -2.478337 -1.022572 -2.195461 0.3071 0.0487 -0.0274 0.492
C -2.699292 -1.944221 -0.516902 0.4497 -0.4568 0.2113 -1.308
C -1.893988 -3.247759 -0.413054 -0.6029 0.1699 0.6173 0.348
C -1.782914 -3.675128 1.057159 0.1289 0.4877 -0.3433 -1.453
C -0.664224 -0.569705 -1.696872 0.2023 0.0260 0.3252 0.127
C -0.385888 0.339100 -0.673523 0.5068 -0.2171 -0.3444 -0.066
C 0.941152 0.680955 -0.397476 -0.6571 -0.4205 -0.4202 -0.574
C 1.939676 0.090182 -1.163462 0.1291 -0.3789 0.5116 -0.891
N 1.736687 -0.818049 -2.131270 -0.7290 0.3930 0.3218 -0.529
C 0.440683 -1.105373 -2.368449 0.1531 0.1792 0.1543 -0.475
H -4.874006 1.523248 -0.596631 0.2646 -0.0440 0.0197 0.244
H -5.169187 2.850374 -1.689721 -0.2306 0.1571 -0.1387 0.364
H -6.496189 1.779674 -1.135031 -0.2031 0.2487 0.0086 0.203
H -4.338122 1.142424 -3.167599 0.2325 -0.2213 -0.0680 0.297
H -6.082214 1.019092 -3.312032 0.0439 -0.2119 -0.3106 0.406
H -5.117840 -0.574206 -1.028080 0.2487 0.0363 0.1213 0.189
H -6.146228 -1.048847 -2.354125 -0.1198 -0.0680 0.1089 0.459
H -4.367921 -2.352702 -2.781150 0.0266 -0.0498 0.1901 0.312
H -1.991853 -2.257138 -2.809499 -0.0357 -0.1257 -0.1504 -0.147
H -2.208961 -0.296274 -3.444100 0.0265 0.0396 0.0329 0.017
H -2.888539 0.214344 -1.520569 -0.2229 0.0587 -0.1211 -0.349
H -2.365395 -1.303935 0.304871 0.0336 0.2726 -0.0498 0.299
H -3.737872 -2.192218 -0.282917 -0.2065 0.1335 -0.1570 0.482
H -2.433413 -4.019769 -0.959816 0.2384 -0.2087 -0.3099 0.262
H -0.890038 -3.132783 -0.819781 0.0483 0.0052 -0.2444 0.074
H -1.084787 -4.496605 1.210934 -0.0696 -0.2146 0.0894 0.353
H -2.764086 -3.898343 1.468676 -0.1150 -0.2879 0.0569 0.344
H -1.427569 -2.806124 1.608907 0.2363 -0.0248 0.2378 0.342
H -1.206154 0.786323 -0.124828 -0.0612 0.0217 0.0939 0.437
H 1.174921 1.414772 0.360649 0.1801 0.0361 0.0703 0.447
H 2.965694 0.378952 -0.955129 0.1625 -0.2329 -0.0743 0.582
H 0.237002 -1.813758 -3.165914 0.1506 -0.0869 -0.0704 0.421
C 2.045714 -6.120630 -2.373986 -0.0216 0.0789 -0.0642 0.191
Cl 1.777079 -6.997186 -0.853389 0.2161 0.2137 -0.3384 -0.058
Cl 3.064927 -4.723422 -2.060192 -0.3952 0.1993 -0.3059 -0.022
Cl 2.843582 -7.197354 -3.533577 0.0262 0.0699 0.1754 0.003
Cl 0.499267 -5.594833 -3.026153 -0.0719 0.0018 -0.0012 -0.099
C 2.244561 -9.409949 -6.816897 -0.0634 0.1782 0.0074 0.340
Cl 2.389277 -9.198844 -8.567519 -0.0350 0.0271 0.3899 -0.097
Cl 1.835199 -11.089889 -6.471669 -0.0335 0.0216 0.0039 -0.098
Cl 3.790374 -9.020753 -6.047782 -0.0102 -0.0480 -0.1193 -0.112
Cl 0.989012 -8.318490 -6.206011 0.1847 -0.1005 -0.2225 -0.068
C 0.659929 -8.483575 3.286395 -0.0073 0.0287 -0.0058 0.333
Cl 0.811102 -8.250352 1.542780 -0.2018 -0.2252 0.3935 -0.037
Cl 0.224976 -10.165920 3.622123 0.0068 0.0016 -0.0008 -0.116
Cl 2.201901 -8.109048 4.065118 0.0003 -0.0112 -0.0015 -0.111
Cl -0.593521 -7.413648 3.914585 0.0109 -0.0087 -0.0111 -0.094
C -7.527748 5.047810 -0.302891 0.0701 -0.0891 -0.0013 0.331
Cl -7.437558 5.357497 -2.039029 0.0024 -0.0004 0.0092 -0.096
Cl -8.497522 3.602961 -0.008905 -0.0118 0.0601 -0.0102 -0.092
Cl -5.899501 4.824316 0.337709 -0.3184 -0.2560 0.0890 -0.072
Cl -8.283881 6.432196 0.503816 -0.0281 0.0457 -0.0143 -0.101
C 1.921252 3.727503 -3.695087 -0.0036 -0.1994 0.0526 0.236
Cl 3.344075 4.785449 -3.589677 0.0674 -0.0016 -0.0120 -0.104
Cl 2.164088 2.264313 -2.730001 -0.2389 0.7220 -0.5413 0.084
Cl 0.512380 4.606312 -3.084054 -0.0097 0.0064 -0.0213 -0.072
Cl 1.647510 3.285345 -5.384335 0.0230 0.0400 0.0279 -0.117
C 6.884099 -4.979260 -0.330670 0.0545 -0.0536 0.0178 0.324
Cl 8.083746 -5.862626 0.631256 0.0097 0.0080 -0.0297 -0.117
Cl 7.404912 -4.929947 -2.019327 0.0170 0.0118 0.0033 -0.119
Cl 5.327245 -5.785388 -0.226108 0.3014 -0.1406 0.3135 -0.019
Cl 6.751336 -3.330312 0.289914 -0.0237 -0.0696 0.0472 -0.061
C 6.708755 1.443201 -1.180203 0.0025 0.0844 0.0509 0.132
Cl 7.990103 1.710353 -2.372882 0.0068 0.0371 -0.0030 -0.122
Cl 7.152509 2.234172 0.341228 0.0181 0.0391 0.0308 -0.085
Cl 5.197087 2.128442 -1.772523 0.1927 -0.1641 0.0456 0.039
Cl 6.540371 -0.291302 -0.895770 -0.1048 0.0871 -0.1082 -0.028
C -1.759400 -11.007793 -3.253773 0.0077 0.0650 0.0406 0.262
Cl -2.794249 -9.928825 -2.315202 0.0193 -0.0162 -0.0112 -0.090
Cl -2.763251 -12.049819 -4.272960 0.0015 -0.0094 0.0001 -0.117
Cl -0.678211 -10.055369 -4.271184 -0.1756 -0.0966 0.1830 0.062
Cl -0.802959 -12.010332 -2.153731 -0.0011 -0.0059 -0.0041 -0.109
C 6.843331 6.538982 0.131814 -0.1544 -0.0321 -0.0421 0.162
Cl 6.206312 6.211046 1.761605 -0.0635 -0.0446 -0.2658 -0.001
Cl 7.047558 8.283746 -0.074406 0.0247 -0.0017 0.0638 -0.096
Cl 8.391978 5.732225 -0.118647 -0.0429 -0.0265 0.0209 -0.049
Cl 5.679178 5.938638 -1.044680 -0.0561 -0.0466 -0.0488 0.001
C -10.330247 4.812929 3.945670 0.0578 0.0797 -0.0143 0.297
Cl -11.326485 5.904381 2.975654 0.2376 0.1796 0.0598 -0.064
Cl -10.236082 3.235979 3.156692 -0.0188 -0.0096 0.0473 -0.069
Cl -8.706697 5.485396 4.107100 -0.0039 -0.0301 0.0168 -0.075
Cl -11.054795 4.625993 5.547979 -0.0226 -0.0038 -0.0046 -0.095
C 2.469384 5.935051 4.090605 -0.0810 0.0100 -0.1071 0.393
Cl 2.716114 7.181645 2.865255 0.0114 -0.0092 0.0031 -0.094
Cl 1.885819 6.683649 5.580923 -0.0939 0.1501 -0.1990 -0.102
Cl 1.285205 4.764623 3.513740 0.0272 0.0082 0.0152 -0.065
Cl 4.008898 5.106307 4.399167 -0.0138 0.0627 -0.0919 -0.130
C 4.391594 -10.639815 -12.409612 -0.0027 0.0182 -0.0092 0.372
Cl 3.309656 -9.722283 -11.358601 0.1234 -0.0748 -0.4022 -0.053
Cl 3.437272 -11.650993 -13.500269 0.0037 0.0042 0.0032 -0.104
Cl 5.382316 -9.524739 -13.356290 -0.0066 -0.0080 0.0048 -0.101
Cl 5.437748 -11.663870 -11.421594 -0.0032 0.0012 -0.0010 -0.106
C 3.250137 4.348458 9.205037 0.0474 -0.0317 -0.0565 0.290
Cl 3.533264 4.741202 7.509271 0.1195 -0.2196 0.3722 0.005
Cl 2.604434 2.709564 9.333300 -0.0053 0.0180 0.0095 -0.101
Cl 4.767333 4.456873 10.103633 -0.0032 -0.0917 -0.0766 -0.066
Cl 2.085595 5.494555 9.887408 -0.0061 0.0129 0.0136 -0.129
C 10.563545 6.887155 3.511563 -0.0322 0.0356 -0.0118 0.291
Cl 11.440378 8.101641 2.571395 0.0034 -0.0029 0.0048 -0.110
Cl 8.864161 6.893173 3.041537 0.2882 0.0660 0.2767 0.011
Cl 11.252213 5.290608 3.194345 0.0034 0.0031 -0.0004 -0.106
Cl 10.709620 7.259204 5.234783 0.0066 -0.0034 -0.0153 -0.109
C -15.135313 3.883953 1.838041 0.0319 -0.0348 0.0230 0.296
Cl -15.041160 4.216059 0.105657 -0.0052 0.0014 0.0038 -0.098
Cl -16.144440 2.457504 2.109591 -0.0046 0.0141 -0.0013 -0.108
Cl -13.514729 3.596860 2.469652 -0.2644 -0.2191 -0.0936 0.018
Cl -15.850573 5.274721 2.664879 -0.0040 0.0038 0.0012 -0.110
C 6.515547 6.120959 13.315025 -0.0227 0.0098 -0.0100 0.331
Cl 7.905682 6.372586 12.253949 -0.0003 -0.0064 -0.0030 -0.088
Cl 6.819173 6.890323 14.877262 0.0049 -0.0058 -0.0055 -0.111
Cl 5.078565 6.827588 12.575634 0.0065 0.0911 0.1009 -0.058
Cl 6.264172 4.388186 13.551534 0.0034 0.0006 0.0001 -0.089
C -2.536420 7.807081 -0.027643 -0.0283 0.0158 -0.0544 0.239
Cl -2.024189 8.048602 1.647861 0.0098 0.0059 0.0054 -0.095
Cl -1.625360 6.470932 -0.732652 0.0003 0.0068 0.0293 -0.014
Cl -4.259874 7.424707 -0.065730 0.2903 0.2626 -0.0138 -0.019
Cl -2.230435 9.284812 -0.952990 0.0027 -0.0059 0.0113 -0.115